1.
DFT (ωB97M-V/def2-TZVPD) results for a molecular structure, C36H44CsN7O6Si.

Calculated values
- LUMO: 3.31 eV
- DFT total energy: -69191.3110 eV

```
! wB97M-V def2-TZVPD RIJCOSX def2/J DEFGRID3
* xyz -2 1
Cs 0.8452 -1.2650 -0.4505
O -0.8302 -4.1221 -3.2393
C -0.5092 -3.8624 -2.0077
O 0.5457 -3.3894 -1.6359
C -1.6201 -4.1760 -1.0499
C -2.5296 -5.2069 -1.3065
C -3.6567 -5.2893 -0.4912
C -3.8046 -4.3995 0.5469
C -2.7918 -3.4424 0.7817
N -1.7299 -3.3405 -0.0411
C -2.8211 -2.4704 1.8695
O -3.6904 -2.7433 2.9068
O -2.1311 -1.4807 1.9292
H -0.3296 -3.4364 -3.8983
H -2.3682 -5.8756 -2.1362
H -4.4249 -6.0262 -0.6926
H -4.7134 -4.4080 1.1351
H -4.1397 -3.5818 2.7627
C 0.9773 0.9487 2.7955
N 0.0235 0.4129 3.7311
C 0.1261 -1.0162 3.8779
C -1.1811 1.0312 4.0187
C -1.8268 0.6750 5.2014
C -3.0265 1.2380 5.6014
C -3.6131 2.2188 4.8151
C -2.9857 2.6293 3.6639
C -1.7649 2.0663 3.2175
N -1.2527 2.3678 2.0220
C -1.4654 3.5249 1.3720
C -1.4636 4.7596 2.0486
C -1.5098 5.9661 1.3840
C -1.5730 5.9785 0.0031
C -1.5853 4.7775 -0.6946
C -1.5457 3.5453 -0.0573
N -1.5458 2.3380 -0.7655
C -2.4943 1.3213 -0.3516
C -1.4288 2.4026 -2.2016
H 0.9707 2.0329 2.8357
H 0.7801 0.6407 1.7643
H 1.9696 0.5841 3.0761
H 0.9959 -1.2788 4.4931
H 0.2365 -1.4868 2.8963
H -0.7728 -1.4199 4.3365
H -1.3739 -0.0712 5.8408
H -3.4936 0.9159 6.5247
H -4.5668 2.6504 5.0972
H -3.4538 3.3723 3.0293
H -1.3571 4.7388 3.1253
H -1.4892 6.8969 1.9378
H -1.6168 6.9125 -0.5437
H -1.6422 4.8284 -1.7725
H -3.5104 1.5513 -0.7127
H -2.4960 1.2518 0.7307
H -2.1932 0.3580 -0.7638
H -2.3259 2.8218 -2.6911
H -1.2839 1.3888 -2.5803
H -0.5594 2.9995 -2.4765
C 2.8779 -3.4466 2.7121
C 3.7880 -2.6278 1.8329
C 5.1592 -2.8300 1.8771
C 5.9514 -2.0348 1.0496
C 5.3602 -1.0950 0.2549
C 3.9425 -0.9358 0.2510
N 3.2018 -1.7292 1.0639
N 3.2862 -0.0661 -0.4937
Si 3.8349 0.9067 -1.7590
C 5.1808 2.2382 -1.3769
C 4.4860 -0.1139 -3.2529
C 2.3209 1.8684 -2.3903
H 3.2210 -4.4806 2.7760
H 1.8671 -3.4173 2.3121
H 2.8656 -3.0245 3.7191
H 5.5926 -3.5769 2.5286
H 7.0293 -2.1721 1.0366
H 5.9403 -0.4725 -0.4065
H 6.0631 1.7889 -0.9324
H 4.7904 2.9567 -0.6631
H 5.4995 2.7908 -2.2562
H 5.2831 -0.7819 -2.9425
H 4.8552 0.4865 -4.0792
H 3.6762 -0.7318 -3.6275
H 1.8073 2.3673 -1.5753
H 1.6266 1.1823 -2.8639
H 2.5983 2.6202 -3.1244
O 0.1564 -2.3555 -4.7054
C -0.7102 -1.4661 -4.8213
C -0.4433 -0.2037 -5.6651
C -1.8184 0.4252 -5.7430
C -2.6596 -0.4524 -4.7682
O -3.8310 -0.2271 -4.5364
N -1.9214 -1.4829 -4.3027
H -0.0239 -0.4788 -6.6340
H 0.2888 0.4103 -5.1364
H -2.2664 0.3357 -6.7346
H -1.8590 1.4697 -5.4348
*
```

And the Mulliken charges, in e, turn out to be:
1 Cs 1.11
2 O -0.50
3 C 0.10
4 O -0.75
5 C 0.39
6 C -0.74
7 C -0.57
8 C -1.00
9 C 0.57
10 N 0.41
11 C 0.52
12 O -0.50
13 O -0.12
14 H 0.50
15 H 0.48
16 H 0.39
17 H 0.32
18 H 0.28
19 C -0.90
20 N 0.06
21 C -0.99
22 C -0.01
23 C -0.27
24 C -0.94
25 C -0.77
26 C -0.51
27 C 0.90
28 N -0.31
29 C 0.21
30 C -0.35
31 C -0.77
32 C -0.83
33 C -0.16
34 C -0.06
35 N 0.96
36 C -0.74
37 C -1.25
38 H 0.38
39 H 0.10
40 H 0.23
41 H 0.23
42 H -0.03
43 H 0.49
44 H 0.48
45 H 0.32
46 H 0.35
47 H 0.38
48 H 0.42
49 H 0.35
50 H 0.35
51 H 0.39
52 H 0.19
53 H -0.02
54 H 0.26
55 H 0.39
56 H 0.04
57 H 0.41
58 C -1.19
59 C 0.32
60 C -0.63
61 C -0.76
62 C -0.51
63 C 0.04
64 N 0.39
65 N 0.18
66 Si -0.31
67 C -1.14
68 C -1.07
69 C -0.67
70 H 0.45
71 H 0.13
72 H 0.17
73 H 0.42
74 H 0.37
75 H 0.28
76 H 0.30
77 H 0.29
78 H 0.35
79 H 0.33
80 H 0.35
81 H 0.31
82 H 0.27
83 H -0.18
84 H 0.46
85 O -0.79
86 C 0.66
87 C -0.37
88 C -0.42
89 C 0.35
90 O -0.72
91 N -0.44
92 H 0.38
93 H 0.01
94 H 0.28
95 H 0.24

2.
DFT (ωB97M-V/def2-TZVPD) results for 2 unconnected molecules or ions with the total composition C5H16N2O.

Calculated values
- LUMO: 0.96 eV
- DFT total energy: -10470.5921 eV
- Structure (SMILES): CC[C@@H](CN)NC.O

```
! wB97M-V def2-TZVPD RIJCOSX def2/J DEFGRID3
* xyz 0 1
C 1.2940 0.0544 1.9069
C 0.0861 -0.2860 1.0758
C -0.1209 0.7052 -0.0993
C -0.8431 0.1191 -1.2811
N 0.3339 -0.5058 -2.1390
N -0.8601 1.9348 0.2685
C -2.2731 1.8885 0.2987
H 1.4687 1.1619 1.7281
H 1.0602 -0.0862 2.9714
H 2.0986 -0.5704 1.7057
H -0.7250 -0.3458 1.7957
H 0.3129 -1.3072 0.6278
H 0.9315 0.8648 -0.3932
H -1.3486 0.8288 -1.9164
H -1.4437 -0.7627 -0.9489
H 0.1322 -1.3817 -2.6687
H 0.7330 0.0852 -2.8017
H -0.4816 2.2519 1.1550
H -2.6629 1.1686 1.0831
H -2.5512 2.9306 0.5796
H -2.7494 1.6440 -0.7432
O 1.9938 -3.2596 -0.0295
H 2.2391 -2.5196 0.6256
H 1.8610 -2.7757 -0.8765
*
```

And the Mulliken charges, in e, turn out to be:
1 C -1.12
2 C -0.17
3 C 0.16
4 C -0.91
5 N -0.54
6 N -0.30
7 C -0.85
8 H 0.34
9 H 0.32
10 H 0.26
11 H 0.17
12 H 0.24
13 H 0.22
14 H 0.42
15 H 0.32
16 H 0.21
17 H 0.16
18 H 0.30
19 H 0.24
20 H 0.35
21 H 0.23
22 O -0.69
23 H 0.32
24 H 0.33

3.
DFT (ωB97M-V/def2-TZVPD) results for a single C16H18Br2N2O molecule.

Calculated values
- LUMO: 0.32 eV
- DFT total energy: -161994.5159 eV
- Structure (SMILES): Cc1nn(-c2ccc(Br)cc2Br)c2c1[C@H](O)CC(C)(C)C2

```
! wB97M-V def2-TZVPD RIJCOSX def2/J DEFGRID3
* xyz 0 1
C 3.3355 2.7886 1.7896
C 2.5025 1.7994 1.2519
N 2.9133 1.0114 0.2840
N 1.9196 0.1324 0.2158
C 1.9293 -0.9334 -0.7254
C 1.2847 -2.2094 -0.4273
C 1.1946 -3.1865 -1.4073
C 1.7985 -2.9837 -2.6591
Br 1.9243 -4.2881 -4.0426
C 2.5003 -1.8062 -2.9115
C 2.5405 -0.7645 -2.0328
Br 3.5050 0.8085 -2.6255
C 0.8303 0.4022 1.0882
C 1.2786 1.3703 1.9435
C 0.2421 2.1920 2.7285
O 0.4439 1.9009 4.1902
C -1.2537 1.8133 2.5072
C -1.5058 1.2650 1.1416
C -2.9810 0.7484 1.1234
C -1.2403 2.4078 0.1288
C -0.6194 0.0316 0.8205
H 3.1564 3.7228 1.1361
H 4.3623 2.6891 1.6346
H 3.2525 2.9271 2.8675
H 0.8485 -2.4906 0.4854
H 0.6732 -4.1266 -1.1570
H 3.1168 -1.6170 -3.8246
H 0.3563 3.2080 2.5504
H 0.8773 0.9756 4.2342
H -1.5808 1.2490 3.4037
H -1.8277 2.7512 2.5954
H -3.0407 -0.1010 0.4662
H -3.3125 0.3193 2.1154
H -3.5683 1.6315 0.7862
H -0.1989 2.5536 -0.0118
H -1.6954 2.1970 -0.8256
H -1.6971 3.3482 0.4814
H -0.8339 -0.2659 -0.1889
H -0.7928 -0.8334 1.5075
*
```

And the Mulliken charges, in e, turn out to be:
1 C -1.58
2 C 0.49
3 N -1.20
4 N 0.89
5 C 0.71
6 C -0.20
7 C -0.48
8 C -0.13
9 Br -0.19
10 C -0.32
11 C -0.34
12 Br -0.14
13 C -0.13
14 C -0.20
15 C 0.29
16 O -0.65
17 C -1.58
18 C 2.16
19 C -1.79
20 C -1.95
21 C -1.45
22 H 0.26
23 H 0.51
24 H 0.32
25 H 0.52
26 H 0.36
27 H 0.32
28 H 0.62
29 H 0.44
30 H 0.36
31 H 0.45
32 H 0.38
33 H 0.34
34 H 0.42
35 H 0.43
36 H 0.46
37 H 0.43
38 H 0.71
39 H 0.43

4.
DFT (ωB97M-V/def2-TZVPD) results for a molecular structure, C43H49FN5P2S6Tc.

Calculated values
- LUMO (alpha / beta): -2.30 / -4.14 eV
- DFT total energy: -141336.3575 eV

```
! wB97M-V def2-TZVPD RIJCOSX def2/J DEFGRID3
* xyz 1 4
Tc 0.7638 0.4227 0.4531
S 7.5664 -2.9034 1.6512
C 5.9585 -2.6232 1.6998
S 4.7115 -3.7820 1.8726
C 3.2727 -2.6914 1.8421
C 3.6112 -1.3291 1.7543
S 2.6281 0.1156 2.0123
S 5.2787 -1.0052 1.6521
S 1.6846 -3.2125 2.1409
C -2.2417 0.0339 -1.7740
N -1.4779 -0.9257 -2.4896
C -0.0928 -0.8478 -2.6608
P 0.8958 -1.5282 -1.2057
C 2.5236 -1.8619 -2.0123
C 3.6426 -1.0313 -1.7941
C 4.7625 -1.1348 -2.5544
C 4.6924 -1.8783 -3.7379
C 3.6055 -2.6727 -3.9682
C 2.5326 -2.7148 -3.0956
C 0.1366 -3.1255 -0.8004
C -1.1879 -3.1490 -0.3182
C -1.7510 -4.3499 0.1393
C -0.9816 -5.4961 0.1935
C 0.2788 -5.5058 -0.3462
C 0.9033 -4.3357 -0.7484
C -2.1245 -2.0840 -2.9951
C -1.4524 -3.0784 -3.7082
C -2.2146 -4.0942 -4.2915
C -3.6355 -4.2670 -4.0609
C -4.2373 -3.2785 -3.3094
C -3.5070 -2.2543 -2.7550
P -1.2608 1.1788 -0.7386
C -2.5602 1.9773 0.2817
C -3.2709 1.1650 1.1114
C -4.2398 1.6289 1.9421
C -4.6000 2.9381 1.9598
C -3.9852 3.7721 0.9961
C -3.0175 3.2884 0.1569
C -0.7966 2.4844 -1.9554
C -1.0692 2.3133 -3.3530
C -0.6724 3.1984 -4.2635
C -0.1308 4.4466 -3.9411
C 0.1393 4.6546 -2.6401
C -0.1605 3.6861 -1.6247
H -2.8397 -0.4875 -1.0108
H -2.9443 0.5527 -2.4492
H 0.3075 0.1978 -2.7559
H 0.2702 -1.2770 -3.5993
H 3.6963 -0.3879 -0.9394
H 5.6583 -0.5744 -2.3481
H 5.6489 -1.8951 -4.3037
H 3.6749 -3.3171 -4.8262
H 1.6769 -3.2819 -3.4313
H -1.8317 -2.2439 -0.2834
H -2.8106 -4.2234 0.3630
H -1.3914 -6.4055 0.6290
H 0.8196 -6.4706 -0.3102
H 1.8879 -4.3512 -1.1202
H -0.3936 -3.0668 -3.8772
H -1.6984 -4.8074 -4.8713
H -4.1724 -5.0423 -4.4972
H -5.2915 -3.3444 -3.1439
H -3.9814 -1.4466 -2.3070
H -2.9552 0.1764 1.2378
H -4.6411 0.8050 2.5227
H -5.2428 3.3830 2.7187
H -4.4441 4.7521 1.0753
H -2.6148 3.9739 -0.4889
H -1.6701 1.4244 -3.7418
H -0.8561 3.1160 -5.3451
H 0.0444 5.2237 -4.6298
H 0.6347 5.5812 -2.2420
H 0.2221 3.8720 -0.6420
F 1.9708 1.2630 -0.8878
C 1.1048 5.5267 2.7759
N 2.1342 4.6807 2.0979
C 3.5100 5.2002 1.8390
C 4.1722 4.1225 1.0110
N 3.1124 3.1255 0.8693
C 1.9783 3.4788 1.4956
S 0.5164 2.6081 1.6501
H 1.5522 6.5545 2.8501
H 0.9200 5.0879 3.7502
H 0.2831 5.5879 2.1197
H 3.9320 5.2866 2.7980
H 3.5477 6.1491 1.3949
H 4.9827 3.6547 1.5989
H 4.5393 4.4691 0.0468
H 3.1685 2.2032 0.4275
C -0.2059 -0.8251 4.9990
C -1.4927 -0.3960 4.3513
C -2.3930 -1.5929 4.1023
C -2.3276 0.6173 4.9957
N -1.2001 0.2424 3.0559
N -0.4541 -0.4940 2.0453
H -0.4278 -1.2469 6.0059
H 0.5133 -0.0894 5.1181
H 0.2562 -1.6331 4.5008
H -2.7005 -1.9783 5.0226
H -1.7892 -2.3412 3.5790
H -3.2906 -1.3100 3.4834
H -2.6965 0.2526 5.9489
H -3.2123 0.7720 4.4531
H -1.8235 1.5834 5.1011
H -0.7305 1.1263 3.2525
H -1.2395 -1.0088 1.6285
H 0.1064 -1.2555 2.4200
*
```

Atom charges from the Mulliken analysis, given in e for atoms 1 to 99:
1 Tc 0.42
2 S -0.15
3 C 0.08
4 S -0.10
5 C 0.31
6 C -0.41
7 S -0.17
8 S 0.06
9 S -0.11
10 C -2.78
11 N 0.84
12 C -2.13
13 P 3.65
14 C 0.88
15 C -0.20
16 C -0.81
17 C -0.71
18 C -1.07
19 C -0.50
20 C 0.88
21 C -0.26
22 C -1.27
23 C -0.89
24 C -0.74
25 C -0.90
26 C 1.40
27 C -0.63
28 C -0.86
29 C -0.84
30 C -0.70
31 C -0.64
32 P 2.07
33 C 1.65
34 C -0.34
35 C -0.75
36 C -0.87
37 C -1.05
38 C -0.96
39 C 0.56
40 C -0.48
41 C -0.68
42 C -0.78
43 C -0.64
44 C -0.49
45 H 1.44
46 H 0.80
47 H -0.10
48 H 1.03
49 H 0.30
50 H 0.48
51 H 0.32
52 H 0.44
53 H 0.28
54 H 0.17
55 H 0.48
56 H 0.45
57 H 0.36
58 H 0.68
59 H 0.16
60 H 0.47
61 H 0.51
62 H 0.44
63 H 0.45
64 H -0.10
65 H 0.51
66 H 0.44
67 H 0.38
68 H 0.69
69 H 0.13
70 H 0.36
71 H 0.49
72 H 0.34
73 H 0.41
74 F -0.74
75 C -0.93
76 N 0.17
77 C -0.75
78 C -0.59
79 N 0.35
80 C 0.07
81 S -0.65
82 H 0.37
83 H 0.28
84 H 0.35
85 H 0.42
86 H 0.44
87 H 0.28
88 H 0.35
89 H -0.14
90 C -1.76
91 C 1.36
92 C -1.60
93 C -1.63
94 N -0.02
95 N 0.92
96 H 0.41
97 H 0.37
98 H 0.44
99 H 0.64

Copy entry 2 word for word.
DFT (ωB97M-V/def2-TZVPD) results for 2 unconnected molecules or ions with the total composition C5H16N2O.

Calculated values
- LUMO: 0.96 eV
- DFT total energy: -10470.5921 eV
- Structure (SMILES): CC[C@@H](CN)NC.O

```
! wB97M-V def2-TZVPD RIJCOSX def2/J DEFGRID3
* xyz 0 1
C 1.2940 0.0544 1.9069
C 0.0861 -0.2860 1.0758
C -0.1209 0.7052 -0.0993
C -0.8431 0.1191 -1.2811
N 0.3339 -0.5058 -2.1390
N -0.8601 1.9348 0.2685
C -2.2731 1.8885 0.2987
H 1.4687 1.1619 1.7281
H 1.0602 -0.0862 2.9714
H 2.0986 -0.5704 1.7057
H -0.7250 -0.3458 1.7957
H 0.3129 -1.3072 0.6278
H 0.9315 0.8648 -0.3932
H -1.3486 0.8288 -1.9164
H -1.4437 -0.7627 -0.9489
H 0.1322 -1.3817 -2.6687
H 0.7330 0.0852 -2.8017
H -0.4816 2.2519 1.1550
H -2.6629 1.1686 1.0831
H -2.5512 2.9306 0.5796
H -2.7494 1.6440 -0.7432
O 1.9938 -3.2596 -0.0295
H 2.2391 -2.5196 0.6256
H 1.8610 -2.7757 -0.8765
*
```

And the Mulliken charges, in e, turn out to be:
1 C -1.12
2 C -0.17
3 C 0.16
4 C -0.91
5 N -0.54
6 N -0.30
7 C -0.85
8 H 0.34
9 H 0.32
10 H 0.26
11 H 0.17
12 H 0.24
13 H 0.22
14 H 0.42
15 H 0.32
16 H 0.21
17 H 0.16
18 H 0.30
19 H 0.24
20 H 0.35
21 H 0.23
22 O -0.69
23 H 0.32
24 H 0.33